Entry from the Open Molecules 2025 dataset: C34H41BIN9O2PtS as an isolated structure (ωB97M-V/def2-TZVPD).

XYZ file:
```
90
Properties=species:S:1:pos:R:3:forces:R:3
Pt 0.494 0.471 -1.042 0.292 0.087 -0.152
C 3.759 0.996 -4.573 0.001 -0.003 0.003
C 3.010 -0.099 -3.804 -0.009 0.008 -0.006
C 1.513 -0.002 -4.069 0.024 0.006 0.022
C 3.398 -0.045 -2.352 -0.011 0.009 -0.043
C 4.693 -0.188 -1.830 0.006 0.011 -0.002
C 4.563 -0.019 -0.474 -0.006 -0.006 0.012
N 3.271 0.211 -0.184 0.030 0.032 -0.022
N 2.557 0.191 -1.348 -0.073 0.011 -0.034
B 2.638 0.451 1.204 -0.043 -0.023 0.023
N 1.605 -0.715 1.426 0.169 -0.246 0.116
C 1.470 -1.572 2.479 -0.031 0.286 -0.069
C 0.807 -2.719 2.000 0.165 -0.023 0.027
C 0.589 -2.497 0.654 0.177 -0.121 -0.035
N 1.027 -1.244 0.361 -0.564 0.213 0.191
C 0.238 -3.497 -0.412 -0.198 -0.135 0.068
C 0.682 -3.024 -1.790 0.114 -0.137 0.021
C 0.937 -4.827 -0.095 -0.107 0.016 0.064
N 1.935 1.815 1.224 0.041 0.070 -0.115
C 2.118 2.863 2.041 -0.015 0.017 0.036
C 1.553 3.976 1.461 0.042 -0.022 -0.008
C 1.056 3.537 0.222 0.064 0.041 -0.083
N 1.283 2.227 0.110 -0.148 -0.096 0.179
C 0.565 4.411 -0.902 -0.001 -0.004 0.011
C -0.440 5.453 -0.410 -0.022 -0.014 -0.025
C 0.032 3.653 -2.112 0.042 -0.019 -0.005
H 3.537 0.928 -5.637 -0.003 0.000 -0.004
H 4.838 0.912 -4.448 0.003 0.001 0.002
H 3.455 1.984 -4.221 0.000 0.002 -0.002
H 3.357 -1.068 -4.177 0.000 -0.001 0.008
H 1.127 0.983 -3.785 -0.004 -0.015 -0.009
H 0.946 -0.776 -3.548 -0.008 0.017 -0.030
H 1.322 -0.122 -5.135 -0.005 0.006 -0.003
H 5.597 -0.381 -2.380 0.008 -0.003 -0.003
H 5.301 -0.041 0.311 0.001 0.000 0.007
H 3.464 0.391 2.067 -0.015 0.024 -0.001
H 2.033 -1.431 3.387 0.068 -0.017 -0.005
H 0.608 -3.617 2.558 -0.044 0.012 0.037
H -0.844 -3.678 -0.390 0.056 0.143 -0.126
H 1.770 -2.907 -1.811 -0.028 0.026 -0.002
H 0.217 -2.089 -2.076 -0.102 0.103 -0.043
H 0.414 -3.771 -2.536 -0.022 0.021 -0.028
H 2.020 -4.696 -0.079 0.004 -0.001 0.000
H 0.695 -5.557 -0.866 0.002 -0.011 0.003
H 0.626 -5.243 0.863 -0.015 -0.015 -0.002
H 2.666 2.750 2.962 0.012 0.001 0.004
H 1.557 4.981 1.844 0.002 0.012 -0.003
H 1.461 4.947 -1.234 -0.007 0.021 0.023
H -1.326 4.969 0.007 -0.014 -0.010 -0.006
H -0.760 6.087 -1.237 0.009 0.007 0.003
H -0.015 6.099 0.356 0.004 -0.007 0.013
H -0.973 3.276 -1.931 -0.056 -0.047 0.025
H 0.688 2.822 -2.393 -0.003 0.021 -0.006
H -0.023 4.323 -2.970 -0.022 -0.004 -0.004
S -0.394 -0.272 3.646 0.068 -0.085 0.130
C 0.273 -0.245 5.225 0.079 -0.063 -0.105
N -0.502 0.225 6.240 -0.064 0.004 0.007
C -0.079 0.273 7.522 0.014 0.009 0.014
C 1.176 -0.163 7.819 -0.007 0.000 -0.020
C 1.940 -0.631 6.742 0.028 -0.005 0.023
N 1.511 -0.670 5.493 -0.108 0.035 -0.020
H -1.440 0.534 6.015 -0.002 -0.015 -0.001
H -0.780 0.660 8.248 -0.004 0.003 -0.005
H 1.555 -0.148 8.828 0.005 0.004 0.001
H 2.950 -0.989 6.906 -0.001 -0.006 0.003
C -3.646 2.916 -0.354 -0.032 0.006 -0.080
C -3.475 2.278 -1.542 0.042 0.081 -0.024
C -2.573 1.084 -1.632 -0.049 0.327 -0.162
N -1.504 1.061 -0.628 -0.070 -0.100 -0.053
C -1.735 1.682 0.495 0.035 -0.012 0.022
C -2.843 2.538 0.726 0.097 -0.065 0.038
H -4.378 3.705 -0.246 -0.005 0.000 -0.004
H -4.068 2.512 -2.415 0.006 -0.003 -0.007
H -2.126 0.984 -2.621 0.074 -0.037 0.060
H -0.971 1.598 1.261 -0.029 0.010 0.022
H -2.968 2.978 1.704 0.021 -0.004 0.011
I -7.176 -5.914 -0.782 -0.033 -0.039 0.008
C -5.830 -4.362 -1.072 0.005 0.012 0.001
C -4.552 -4.639 -1.546 0.003 0.054 0.011
C -3.660 -3.601 -1.739 0.063 -0.031 -0.038
C -4.038 -2.289 -1.460 -0.017 0.020 -0.007
C -5.322 -2.019 -0.991 0.037 -0.006 0.012
C -6.219 -3.055 -0.795 0.042 -0.006 -0.014
C -3.043 -1.227 -1.697 -0.276 -0.137 -0.066
O -3.499 0.016 -1.431 -0.249 -0.054 0.400
O -1.924 -1.394 -2.100 0.642 -0.182 -0.191
H -4.262 -5.656 -1.768 -0.003 -0.010 -0.002
H -2.665 -3.797 -2.124 -0.080 0.026 0.021
H -5.625 -1.004 -0.780 0.009 0.028 -0.004
H -7.216 -2.848 -0.435 -0.005 -0.005 0.000
```
Forces are in eV/Å.

E_HOMO (spin up / spin down)	-12.5 / -12.5	eV
energy relative to the best compared isomer or geometry (same formula, charge and spin)	6.2	kcal/mol
gap between HOMO and LUMO (spin up / spin down)	6.6 / 4.6	eV
charge	+2
multiplicity	5
strongest force on any atom	0.7	eV Å⁻¹

Mulliken population analysis, charges in e, atoms 1 to 2:
1. Pt 2.13
2. C -1.50

=====

Entry from the Open Molecules 2025 dataset: C34H41BrN2O16P2V as an isolated structure (ωB97M-V/def2-TZVPD).

XYZ file:
```
97
Properties=species:S:1:pos:R:3:forces:R:3
V -0.274 -0.029 0.082 0.790 -0.123 0.109
C 1.543 1.972 3.679 0.003 -0.002 -0.007
C 1.219 0.833 4.621 -0.009 0.015 0.006
C -0.233 0.797 5.051 0.023 -0.032 -0.018
O 1.634 -0.461 4.012 -0.034 -0.016 0.022
P 0.842 -1.189 2.880 -0.002 -0.019 0.097
O 0.082 -0.214 2.040 0.014 -0.021 -0.087
C 2.111 -2.072 1.950 0.020 0.037 0.018
P 2.866 -1.002 0.711 0.053 0.081 0.009
O 1.795 -0.375 -0.100 -0.119 -0.104 -0.081
O 3.941 -1.802 -0.085 -0.016 -0.031 0.019
C 3.825 -2.739 -1.218 -0.005 0.001 -0.016
C 3.708 -4.141 -0.660 -0.007 0.015 0.006
C 2.726 -2.338 -2.177 -0.008 -0.007 0.024
O 3.702 0.068 1.482 -0.019 0.003 0.017
C 5.048 -0.172 2.012 0.030 0.012 0.003
C 6.042 0.466 1.068 -0.002 -0.005 -0.001
C 5.085 0.406 3.409 -0.007 -0.007 0.000
O -0.149 -2.234 3.472 0.040 0.054 0.006
C 0.047 -3.373 4.372 -0.011 -0.034 -0.029
C 0.916 -3.028 5.563 -0.004 0.011 -0.007
C 0.557 -4.570 3.595 0.020 0.016 -0.018
H 1.416 2.913 4.215 0.002 0.001 0.002
H 0.885 1.978 2.811 0.004 0.003 0.010
H 2.574 1.910 3.333 0.003 0.000 -0.001
H 1.867 0.873 5.496 0.002 -0.004 -0.005
H -0.903 0.737 4.193 -0.011 0.001 -0.012
H -0.458 1.718 5.589 0.010 0.001 0.000
H -0.432 -0.040 5.721 -0.001 -0.003 0.002
H 1.609 -2.889 1.425 0.005 -0.002 -0.006
H 2.864 -2.471 2.632 0.001 -0.019 -0.008
H 4.792 -2.620 -1.706 0.003 -0.011 -0.006
H 2.799 -4.262 -0.070 -0.013 0.007 -0.008
H 4.566 -4.377 -0.031 -0.003 -0.001 0.003
H 3.667 -4.862 -1.476 0.009 -0.003 -0.004
H 1.745 -2.348 -1.702 -0.032 -0.055 0.021
H 2.717 -3.040 -3.012 0.021 0.006 -0.002
H 2.894 -1.338 -2.574 -0.011 0.005 0.005
H 5.209 -1.253 2.049 -0.021 -0.005 -0.003
H 5.859 1.539 1.004 -0.004 -0.002 -0.002
H 5.960 0.036 0.071 0.006 -0.001 0.002
H 7.056 0.305 1.436 0.000 0.003 0.003
H 4.964 1.489 3.374 -0.011 -0.001 -0.003
H 6.047 0.183 3.870 0.003 0.007 -0.004
H 4.292 -0.017 4.026 0.007 -0.005 0.004
H -0.972 -3.565 4.707 -0.005 -0.010 -0.008
H 1.946 -2.828 5.265 0.007 0.000 -0.007
H 0.920 -3.880 6.242 -0.002 0.006 0.004
H 0.536 -2.161 6.101 -0.003 0.006 -0.003
H 1.612 -4.460 3.338 0.010 -0.002 0.010
H -0.022 -4.721 2.684 0.037 0.000 0.069
H 0.460 -5.463 4.214 0.001 0.000 0.008
O 0.698 2.284 -6.327 -0.030 -0.019 0.008
C 0.469 1.092 -6.083 0.111 -0.018 -0.012
O 0.435 0.075 -6.795 -0.049 0.026 0.022
C 0.205 0.799 -4.577 -0.048 0.002 -0.010
C -0.256 -0.452 -4.176 0.023 -0.002 0.003
C -0.439 -0.717 -2.838 0.010 -0.001 0.003
N -0.165 0.209 -1.907 0.045 -0.008 -0.113
C 0.274 1.426 -2.281 -0.067 0.007 -0.002
C 0.447 1.764 -3.600 0.058 0.001 0.008
C 0.546 2.344 -1.118 0.040 0.017 -0.048
O 0.947 3.466 -1.239 -0.008 -0.008 0.021
O 0.292 1.756 0.051 -0.040 -0.151 -0.001
H -0.442 -1.196 -4.939 -0.003 0.005 -0.008
H -0.791 -1.673 -2.471 0.003 0.002 0.009
H 0.783 2.751 -3.890 0.013 -0.007 -0.009
O -2.448 -2.380 0.778 -0.042 -0.027 -0.077
C -1.373 -2.787 0.383 0.070 0.009 0.289
O -0.364 -2.031 0.005 -0.004 0.179 -0.220
C -1.080 -4.261 0.375 -0.024 0.017 -0.098
C -1.950 -5.110 1.046 -0.033 -0.005 -0.030
C -1.712 -6.484 1.126 -0.013 0.001 -0.008
C -0.584 -6.954 0.499 -0.004 -0.017 -0.007
O -0.128 -8.238 0.428 0.003 0.017 0.037
C 1.014 -8.209 -0.429 0.004 0.000 -0.013
O 1.309 -6.841 -0.718 -0.001 0.018 0.039
C 0.277 -6.114 -0.187 0.010 -0.012 -0.011
C 0.060 -4.764 -0.268 -0.008 -0.006 -0.008
H -2.823 -4.676 1.512 0.001 0.004 -0.001
H -2.384 -7.151 1.648 -0.001 0.000 0.000
H 0.784 -8.737 -1.358 -0.010 0.008 -0.005
H 1.862 -8.661 0.085 -0.003 -0.003 -0.009
H 0.712 -4.114 -0.827 0.043 0.064 -0.037
Br -8.370 0.011 1.013 0.003 -0.001 0.001
C -6.671 -0.067 0.196 0.007 0.004 0.002
C -6.572 -0.316 -1.167 -0.001 0.002 -0.004
N -5.408 -0.385 -1.803 -0.010 -0.009 -0.014
C -4.299 -0.207 -1.096 -0.001 -0.005 0.020
C -4.308 0.047 0.270 -0.001 -0.020 0.016
C -5.523 0.119 0.937 -0.014 -0.005 0.001
C -3.068 0.231 1.055 0.110 -0.103 0.049
O -2.998 0.427 2.228 -0.049 0.028 -0.016
O -1.933 0.208 0.281 -0.868 0.239 0.110
H -7.466 -0.464 -1.760 0.002 0.000 0.000
H -3.364 -0.273 -1.637 0.010 0.012 -0.007
H -5.551 0.312 2.001 0.004 0.000 -0.001
```
Forces are in eV/Å.

E_HOMO (spin up / spin down)	-7.6 / -7.6	eV
energy relative to the best compared isomer or geometry (same formula, charge and spin)	0.0	kcal/mol
gap between HOMO and LUMO (spin up / spin down)	5.7 / 6.3	eV
charge	0
multiplicity	2
strongest force on any atom	0.9	eV Å⁻¹

Mulliken population analysis, charges in e, atoms 1 to 2:
1. V -0.22
2. C -0.77

=====

- strongest force on any atom of number 1 (C34H41BIN9O2PtS)?
  0.7 eV Å⁻¹